C31H46BrCl5CsF5N5O7 as an isolated structure. Source: the Open Molecules 2025 dataset; level of theory: ωB97M-V/def2-TZVPD.

Geometry as XYZ:
```
101
Properties=species:S:1:pos:R:3
C -4.11700 2.16548 3.76448
H -2.62767 0.90145 0.77559
C 1.13570 8.57569 1.00667
C 1.92172 -0.49878 -4.03077
H 2.14159 8.22073 0.80604
O -0.35905 -10.48134 -1.06295
C 1.01185 -9.75249 -2.91233
Cl 2.11381 -2.83574 -0.00426
C 0.62719 0.40336 2.78628
F -2.20908 4.89119 5.88272
H 5.66573 -0.52333 -2.26726
H 5.07964 1.77212 -1.32448
Cs -0.00406 -6.30799 3.23204
C 4.58603 -0.70351 -2.27309
H 2.29366 -1.52602 -3.97578
C 4.75231 -0.83608 -5.41028
C -1.23840 8.16588 1.13185
H -2.08090 7.49178 1.03320
H 4.38639 -1.55754 -2.91576
H -6.49102 -3.74197 5.87516
Cl 0.02948 -4.68256 -0.77349
H 4.33437 -1.67737 -4.85983
C 0.74167 0.63956 1.21214
H 1.96774 -0.29499 -1.89634
H 5.44132 1.56233 -6.43911
N -2.70997 1.51641 1.61267
Cl 1.09257 -4.76687 1.92439
O -4.42876 -6.00067 5.02064
H 4.16594 0.77994 -7.37565
H 0.46406 1.43244 3.28957
N 4.37799 1.14206 -3.92709
H 2.94283 -8.97816 -2.39040
H -2.44967 9.84444 1.72171
C 2.45379 0.20084 -5.27793
C 4.02357 1.50512 -1.43977
Cl -0.56014 -2.53755 1.07199
H -0.36009 -0.17384 2.97400
H 0.40235 3.17534 1.59015
C 3.97179 0.48735 -5.20983
C -5.38122 -5.48661 5.58690
F -3.25492 -2.95854 0.32307
C -0.45424 2.70353 0.99773
Cl -4.66673 -0.37549 -0.98021
H -5.04124 1.95462 4.41598
C 3.81097 0.57677 -2.66632
C 0.92889 9.89462 1.39961
H 1.50029 -10.72065 -3.02234
Br -1.90929 8.74854 -1.34464
C -3.31271 4.12591 5.45959
H 2.22645 -0.41175 -6.15701
H -5.13594 -3.63864 4.79901
C 0.66861 -3.70406 0.55244
C 0.33182 -9.63769 -1.57534
N -6.18948 -6.17503 6.43098
C -4.89069 0.11435 2.08857
H -0.52467 11.38131 1.95461
C -1.44476 9.48909 1.52200
H 2.05733 -7.01696 -1.39762
C 1.33770 -7.62552 -1.94763
H 5.80456 -0.72231 -5.13217
C 0.05329 7.71267 0.87125
N -5.71304 -4.18361 5.42018
H -0.94897 5.13229 2.73550
H -0.78012 3.44854 0.17603
H 0.27248 -9.60071 -3.70220
O -0.83178 4.43182 3.42236
H -5.97509 -7.14740 6.58040
O -0.15407 1.41093 0.41792
H 1.51053 -0.14167 3.25131
H -5.73908 0.47502 1.38995
H 3.81509 2.26612 -6.52487
H -4.81527 -1.78854 1.31737
H -3.73908 -0.79450 0.55089
H -6.97647 -5.77126 6.90526
H 4.73156 -1.15043 -6.45840
C -3.87403 1.30175 2.47375
H -5.30931 -0.28449 3.09359
H 1.90287 1.13957 -5.41141
C -3.07808 3.27990 4.13253
H 2.27035 -8.21071 -3.83435
C 2.29825 0.27102 -2.77282
C -1.75431 2.54057 1.95682
C -0.36299 10.35103 1.65334
O 0.57047 -8.41475 -1.02862
H 0.83088 -0.57551 -4.09571
F -3.56663 3.17071 6.50961
H 1.77347 10.56732 1.50766
H 3.44151 2.42821 -1.50456
C 4.37166 1.32854 -6.45178
H 0.65757 -6.96404 -2.49128
F -4.47575 4.94795 5.32577
F -1.04381 -2.85976 -2.13649
H 3.70638 1.00934 -0.51846
C -1.85333 3.46986 3.19614
N -4.12184 -1.04187 1.50192
H 1.72969 1.20815 -2.75998
H 0.21508 6.68422 0.56221
O 3.99774 2.44245 -3.99616
C 2.01759 -8.62268 -2.85596
O 1.68814 0.05425 0.60607
H 4.30839 -1.03244 -1.26682
```

The LUMO energy comes out at -2.2 eV. As for the total charge: -1. For the molar mass, the calculation gives 1085.80 g/mol. Its calculated total energy is -7403.1161 hartree. Its frontier orbital gap is 1.42 eV. The calculation puts the HOMO energy at -3.6355 eV.